Record 1
Here is a molecular structure, C45H100In2N5O10 at a distorted geometry from the Open Molecules 2025 dataset. Energies are from wB97M-V/def2-TZVPD.

Structure (ORCA input):
```
! wB97M-V def2-TZVPD RIJCOSX def2/J DEFGRID3
* xyz 1 1
In -22.9614 -2.5987 2.8695
In -21.6162 -0.1353 0.7019
O -22.4499 -0.4213 3.0804
H -22.1785 0.1521 3.8215
O -19.9765 0.8554 -0.2002
H -19.0409 0.6158 0.0294
O -22.0737 -4.4186 3.2546
H -21.2426 -4.4512 3.7345
O -22.7152 -1.9869 0.9232
H -23.6153 -1.8136 0.9627
O -23.3558 0.8345 0.2098
H -23.3938 0.5157 -0.7005
C -19.1900 -1.0091 10.6684
C -20.1503 0.0738 10.2262
C -20.2748 1.0901 11.3708
C -21.0258 2.2964 10.9290
C -20.2725 2.9334 9.7300
C -19.9844 1.9636 8.5650
N -19.5356 0.6589 9.0475
O -19.4507 -0.2093 7.9300
C -21.1807 1.8706 7.5877
C -18.8171 2.5141 7.7648
C -21.4882 -0.6306 9.8451
H -18.1906 -0.6183 10.8423
H -19.2542 -1.8059 9.8839
H -19.5377 -1.5519 11.6063
H -20.7908 0.5422 12.2049
H -19.2532 1.3429 11.6460
H -21.1706 3.0895 11.6998
H -22.0570 1.9411 10.7211
H -19.3336 3.2404 10.0997
H -20.7957 3.8389 9.2908
H -22.0828 1.6204 8.1290
H -21.2975 2.8759 7.1334
H -20.9708 1.0875 6.9117
H -19.2822 3.1765 7.0395
H -18.1418 3.0482 8.5069
H -18.2492 1.7863 7.1736
H -21.3802 -1.1214 8.8908
H -22.2773 0.1303 9.6110
H -21.8018 -1.4139 10.5167
H -18.4981 -0.4893 7.8825
C -23.9880 -2.3759 7.5400
C -23.2584 -2.9165 6.3227
C -22.5742 -4.2528 6.7249
C -23.6771 -5.3794 6.7316
C -24.3053 -5.5381 5.3661
C -25.0302 -4.2380 5.0009
N -24.0549 -3.0761 5.0420
O -24.8837 -1.9172 5.1077
C -25.5079 -4.2689 3.5331
C -26.2414 -4.0747 5.8928
C -22.2196 -1.8268 5.9686
H -24.8946 -2.8834 7.8847
H -24.1224 -1.2742 7.4525
H -23.3072 -2.5468 8.4182
H -21.6890 -4.4019 6.0558
H -22.1910 -4.1112 7.7898
H -24.3881 -5.0286 7.4886
H -23.4204 -6.3707 7.0245
H -25.0495 -6.3566 5.3646
H -23.6251 -5.8902 4.6175
H -26.0408 -3.3613 3.2655
H -24.6414 -4.4523 2.8890
H -26.2507 -5.0814 3.3996
H -27.0295 -3.5334 5.3591
H -26.6480 -5.0329 5.8832
H -26.1411 -3.6865 6.8936
H -21.7782 -1.4045 6.8431
H -22.6667 -1.0673 5.3188
H -21.4149 -2.3049 5.4186
H -25.7192 -2.1480 5.6044
C -20.4762 6.2972 -3.4981
C -20.7405 5.3315 -2.3087
C -19.4360 4.9615 -1.5908
C -19.0108 5.9322 -0.5181
C -20.1546 5.7994 0.4934
C -21.5810 6.2017 -0.0042
N -21.7559 5.9666 -1.4534
O -22.6938 6.3698 -2.0297
C -22.7035 5.2813 0.7623
C -21.8383 7.6951 0.1685
C -21.3433 4.0157 -2.8607
H -20.0726 7.2303 -3.2246
H -21.3995 6.4267 -4.0481
H -19.7926 5.8098 -4.1597
H -19.5681 3.9629 -1.1299
H -18.7483 4.8249 -2.4191
H -18.9904 6.9604 -0.8158
H -18.1225 5.5340 -0.0974
H -19.8956 6.4131 1.4119
H -20.1783 4.7169 0.7921
H -22.4521 5.3879 1.8141
H -23.6793 5.6460 0.4255
H -22.5888 4.2665 0.4331
H -20.9931 8.2890 -0.2262
H -22.7201 7.8899 -0.4723
H -22.0282 7.8557 1.2475
H -21.4963 3.2256 -2.1881
H -20.7177 3.6726 -3.6732
H -22.3130 4.2526 -3.3144
H -25.5961 -1.2310 -6.3758
C -17.3049 -4.3817 4.9861
C -17.0216 -2.7780 4.8029
C -15.5492 -2.5487 4.9981
C -14.8908 -1.2346 4.4785
C -15.2772 -1.1553 3.0005
C -16.8053 -1.1217 2.8083
N -17.4115 -2.4299 3.3842
O -18.9067 -2.4622 3.4073
C -17.4346 0.1746 3.3723
C -17.1545 -1.2323 1.3316
C -17.6818 -1.9815 5.9980
H -18.4085 -4.5500 4.7983
H -17.2704 -4.6682 6.0604
H -16.6979 -4.9974 4.3676
H -15.2807 -2.9015 5.9935
H -14.9814 -3.3555 4.5023
H -13.8020 -1.2570 4.5781
H -15.2732 -0.3647 4.9653
H -14.9222 -2.0149 2.3716
H -14.9846 -0.2965 2.4496
H -17.0903 0.4320 4.3808
H -17.3139 1.1012 2.7939
H -18.5595 0.1322 3.5367
H -16.7209 -0.4952 0.6491
H -16.8436 -2.2106 0.9316
H -18.2349 -1.1592 1.2503
H -17.5013 -2.5604 6.9316
H -18.6420 -1.4377 5.8996
H -16.9093 -1.2049 6.1189
H -19.2147 -2.5312 2.5418
C -27.8679 1.5780 2.0758
C -27.8258 0.0611 2.6528
C -29.1361 -0.6312 2.5116
C -29.5708 -0.9624 1.1356
C -28.4577 -1.8469 0.6268
C -27.0681 -1.2226 0.5692
N -26.8218 -0.7605 1.9457
O -25.4875 -0.2335 2.1053
C -25.9460 -2.2148 0.2708
C -27.0058 -0.0984 -0.5775
C -27.3688 -0.0840 4.1215
H -28.5013 1.8149 1.2673
H -26.9125 2.0061 1.9037
H -28.2262 2.2819 2.8401
H -29.1273 -1.6601 2.9788
H -29.9111 -0.0414 3.0336
H -29.5191 -0.1301 0.4102
H -30.5606 -1.4317 0.9258
H -28.5457 -2.4489 -0.2806
H -28.3126 -2.6847 1.3232
H -25.6266 -2.8538 1.1695
H -26.1477 -2.8528 -0.6471
H -25.1048 -1.6080 0.0464
H -28.0098 0.0348 -1.0226
H -26.8266 0.9353 -0.2245
H -26.1847 -0.3103 -1.3189
H -27.8810 0.7191 4.6863
H -26.3580 0.1286 4.1532
H -27.6437 -1.0859 4.4130
H -25.2772 0.4656 1.4275
*
```

Mulliken population analysis, charges in e, atoms 1 to 6: 2.054, 0.870, -0.162, -0.169, -0.731, 0.256

***

Record 2
Here is a molecular structure, C45H101CaN4O8 at a distorted geometry from the Open Molecules 2025 dataset. Energies are from wB97M-V/def2-TZVPD.

Structure (ORCA input):
```
! wB97M-V def2-TZVPD RIJCOSX def2/J DEFGRID3
* xyz 1 1
Ca 2.1153 2.4938 -1.1390
O -0.0693 -0.4532 0.9559
C 0.6508 0.4837 0.3624
O 1.7860 0.7621 0.7330
O 0.2336 1.1976 -0.5509
H 0.4828 -0.5649 1.7333
C -3.7611 2.4740 -2.4760
C -4.3503 3.9006 -2.5701
C -3.1571 4.8116 -2.5293
O -2.4227 4.1288 -1.4664
C -2.4282 2.7123 -1.7404
H -3.6651 2.0403 -3.4713
H -4.4405 1.8375 -1.9091
H -4.9601 4.0581 -1.6804
H -5.0255 4.1381 -3.3921
H -3.4657 5.8461 -2.3790
H -2.5821 4.8605 -3.4541
H -2.4558 2.2150 -0.7709
H -1.5497 2.4435 -2.3270
C -1.9622 -5.5379 2.3046
C -2.3096 -4.1090 2.0750
C -1.8200 -3.3443 3.3024
O -1.2371 -4.3666 4.1155
C -1.8720 -5.5815 3.8182
H -0.9466 -5.6798 1.9352
H -2.6824 -6.2480 1.8982
H -3.3994 -4.1245 2.0603
H -2.0522 -3.8115 1.0585
H -2.6815 -2.9652 3.8522
H -1.1150 -2.5483 3.0629
H -2.8093 -5.5355 4.3727
H -1.3001 -6.4116 4.2330
C 0.8397 -0.0169 5.5529
C 2.3048 0.0324 5.2739
C 2.4794 -0.2548 3.7929
O 1.2143 -0.7609 3.3729
C 0.3102 -0.9363 4.4949
H 0.3977 0.9662 5.3903
H 0.5938 -0.3239 6.5695
H 2.8499 -0.7051 5.8629
H 2.7215 0.9807 5.6134
H 3.2881 -0.9644 3.6180
H 2.6808 0.6921 3.2918
H 0.3132 -1.9877 4.7822
H -0.7043 -0.7090 4.1675
C 4.8315 3.8012 2.4754
C 5.1517 4.7041 1.2975
C 3.9220 4.6839 0.4120
O 3.5707 3.2710 0.4841
C 3.8414 2.8276 1.8393
H 4.4170 4.3144 3.3432
H 5.7468 3.2894 2.7729
H 6.0663 4.3456 0.8252
H 5.3737 5.6673 1.7569
H 4.2035 4.9121 -0.6160
H 3.0867 5.3395 0.6579
H 4.1952 1.7971 1.8099
H 2.9494 2.8314 2.4657
C -3.4013 -0.9071 0.3419
C -4.8227 -0.8582 0.0249
C -5.5247 -1.4760 1.3162
O -4.5246 -1.3087 2.3736
C -3.4902 -0.5180 1.8127
H -2.8446 -0.2389 -0.3151
H -2.9007 -1.8707 0.2472
H -5.0345 -1.4825 -0.8431
H -5.2263 0.1455 -0.1089
H -5.6149 -2.5391 1.0932
H -6.4783 -0.9989 1.5420
H -2.5278 -0.5321 2.3242
H -3.6937 0.5500 1.8900
C -5.3134 -1.3233 -3.8581
C -4.2907 -2.1951 -4.5896
N -3.2469 -2.7531 -3.6729
C -2.4531 -3.7409 -4.3944
C -1.5289 -3.2076 -5.4997
C -2.4912 -1.6167 -3.0994
C -1.3446 -2.1051 -2.1913
H -5.8257 -1.9172 -3.1012
H -6.0638 -0.9953 -4.5775
H -4.9729 -0.3811 -3.4287
H -4.8192 -2.9764 -5.1359
H -3.8258 -1.5590 -5.3427
H -1.8062 -4.2418 -3.6742
H -3.1225 -4.5185 -4.7623
H -0.8914 -3.9673 -5.9520
H -2.0650 -2.6952 -6.2986
H -0.8477 -2.4483 -5.1155
H -3.1460 -1.0490 -2.4383
H -2.1096 -0.9256 -3.8510
H -1.0050 -1.2485 -1.6091
H -0.4970 -2.5427 -2.7188
H -1.6358 -2.9252 -1.5350
C -1.1435 2.9605 3.1175
C -0.8607 3.5518 1.7021
N -1.2717 4.9492 1.4906
C -0.5658 5.8709 2.3555
C 0.9702 5.8151 2.0913
C -2.7170 4.9921 1.8377
C -3.4251 6.3174 1.5017
H -0.7064 3.6238 3.8638
H -0.6601 1.9871 3.2004
H -2.1530 2.7195 3.4507
H 0.1959 3.4615 1.4499
H -1.3405 2.9019 0.9703
H -0.8068 6.9241 2.2117
H -0.7888 5.7191 3.4115
H 1.4632 4.9104 2.4471
H 1.2396 6.0325 1.0577
H 1.4470 6.6533 2.5994
H -2.8048 4.8315 2.9122
H -3.1951 4.2006 1.2606
H -2.9502 7.2113 1.9060
H -4.4256 6.3987 1.9264
H -3.5216 6.4993 0.4313
C 4.1462 -5.6934 -0.6638
C 2.6739 -5.6147 -0.1860
N 2.0221 -4.4105 -0.7050
C 2.5696 -3.1573 -0.2160
C 2.7114 -3.0305 1.3026
C 0.5569 -4.4643 -0.3764
C -0.1305 -5.4599 -1.3445
H 4.2486 -5.6275 -1.7469
H 4.6007 -6.6176 -0.3070
H 4.6819 -4.8771 -0.1792
H 2.1464 -6.4694 -0.6094
H 2.6015 -5.7241 0.8961
H 3.5304 -2.9388 -0.6819
H 1.9660 -2.3349 -0.6000
H 3.1279 -2.0321 1.4359
H 1.7903 -3.1921 1.8627
H 3.3751 -3.7858 1.7234
H 0.0489 -3.5356 -0.6365
H 0.2908 -4.6374 0.6664
H 0.2173 -5.2055 -2.3457
H -1.2053 -5.4556 -1.1630
H 0.1450 -6.5018 -1.1810
C 1.6646 0.1090 -3.6404
C 2.9300 -0.0910 -2.7378
N 3.6842 1.0493 -2.2373
C 4.7059 0.6486 -1.2448
C 5.7389 -0.3867 -1.7173
C 4.2841 1.8078 -3.3357
C 4.9946 3.0861 -3.0404
H 1.9345 0.4103 -4.6526
H 0.9728 0.8520 -3.2437
H 1.0829 -0.8052 -3.7586
H 2.5226 -0.6624 -1.9037
H 3.6425 -0.6829 -3.3123
H 5.2790 1.4905 -0.8564
H 4.2086 0.2531 -0.3592
H 6.5706 -0.4877 -1.0201
H 5.3130 -1.3837 -1.8301
H 6.1278 -0.1469 -2.7069
H 3.4939 2.1430 -4.0075
H 4.9424 1.1643 -3.9193
H 5.8599 2.8940 -2.4060
H 4.4290 3.8571 -2.5171
H 5.5172 3.5643 -3.8688
*
```

Mulliken population analysis, charges in e, atoms 1 to 6: 0.907, 1.997, 0.485, -1.808, -0.213, -0.663

***

Number 1: E_LUMO -0.170 Ha, electronic energy -86537.60207 eV. Number 2: E_LUMO -0.123 Ha, electronic energy -89075.78802 eV.